[1]
14
Properties=species:S:1:pos:R:3:lowdin_charge:R:1 method="wB97M-V/def2-TZVPD" total_charge=0 e_homo_ev=-9.29 fmax_ev_per_a=1.076 smiles="CC=C(F)F.C=N" total_energy_ha=-411.04172 e_above_lowest_ev=0.884
C 0.0910 -1.9300 0.0194 -0.090
C 0.6958 -0.7566 -0.6691 -0.113
C 1.6311 0.0098 -0.1522 -0.403
F 2.2168 -0.1516 1.0313 0.116
F 2.1477 1.0855 -0.7576 0.091
H 0.5373 -2.0843 0.9984 0.075
H -0.9762 -1.7533 0.1342 0.061
H 0.2326 -2.8304 -0.5743 0.072
H 0.3145 -0.4949 -1.6431 0.117
C -1.1216 2.0031 0.1223 -0.131
N -1.6977 0.9349 0.4193 0.039
H -0.3695 1.9774 -0.6563 0.047
H -1.3011 2.9849 0.5731 0.069
H -2.4007 1.0055 1.1545 0.049

---

[2]
7
Properties=species:S:1:pos:R:3:lowdin_charge:R:1 method="wB97M-V/def2-TZVPD" total_charge=0 e_homo_ev=-10.71 fmax_ev_per_a=3.536 smiles="O=S1(=O)C=C1" total_energy_ha=-625.93665 e_above_lowest_ev=3.421
O -2.8516 -1.2532 -0.1476 -0.324
S -2.0926 -0.0333 0.0114 0.698
O -2.7887 1.2637 0.1454 -0.339
C -0.4412 0.0634 -0.7020 -0.045
C -0.5344 -0.0841 0.6491 -0.151
H 0.2231 0.4180 -1.4587 0.080
H 0.1398 0.1343 1.4364 0.080

---

[3]
10
Properties=species:S:1:pos:R:3:lowdin_charge:R:1 method="wB97M-V/def2-TZVPD" total_charge=+1 e_homo_ev="-13.58 / -13.70" fmax_ev_per_a=4.872 total_energy_ha=-321.42831 e_above_lowest_ev=6.479
C 1.8470 -0.6478 0.0792 0.188
C -0.3411 0.4486 -0.5103 -0.072
C 0.0114 -0.7637 1.4243 -0.068
N -1.1924 0.8737 -1.4135 0.203
O 1.2586 -0.8401 1.1427 0.045
O -0.7978 -0.1295 0.5761 0.098
H 2.9312 -0.2149 0.0522 0.143
H -2.1329 0.6155 -1.6207 0.134
H -0.5211 -0.9114 2.3802 0.201
H -1.0628 1.5697 -2.1101 0.128

---

[4]
17
Properties=species:S:1:pos:R:3:lowdin_charge:R:1 method="wB97M-V/def2-TZVPD" total_charge=0 e_homo_ev=-8.21 fmax_ev_per_a=4.750 total_energy_ha=-1276.04081 e_above_lowest_ev=1.654
C 1.7905 0.6897 0.6205 -0.084
C 1.9329 -0.7999 0.5183 -0.067
C 0.6917 1.3752 0.3482 -0.166
C 1.0371 -1.3813 -0.3276 -0.107
C -0.4512 0.6757 -0.2581 -0.423
C -0.0564 -0.6987 -0.9780 -0.222
C -0.6078 -1.2340 -2.0250 -0.147
C -1.8157 0.5355 0.7023 -1.469
O -1.0485 -1.5856 -3.0743 0.162
I -2.1405 2.3202 1.8330 0.776
I -3.6502 0.0561 -0.8331 0.550
I -1.7382 -1.2155 2.0218 0.704
H 2.6166 1.1839 1.3179 0.145
H 2.6176 -1.2154 1.1837 0.078
H 0.4667 2.4120 0.5987 0.064
H 1.1428 -2.4275 -0.6182 0.118
H -0.7875 1.3095 -1.0300 0.087